Entry from the Open Molecules 2025 dataset: C18H17FN3O2Pt as an isolated structure (ωB97M-V/def2-TZVPD).

HOMO energy = -11.5 eV
charge = +1
max |F| = 0.00343 hartree/bohr
HOMO-LUMO gap = 7.25 eV
energy relative to the best compared isomer or geometry (same formula, charge and spin) = 33.7 kcal/mol
electronic energy = -33465.0249 eV

Last column: Löwdin charge in e.
Cartesian coordinates (Å):
Pt: 0.359 -0.166 -0.509  1.071
O: 0.498 0.550 2.381  -0.072
C: 0.449 -0.842 2.630  -0.190
C: -0.742 -1.437 1.929  -0.218
C: -1.606 -2.275 2.618  0.018
C: -2.673 -2.867 1.968  -0.011
C: -2.869 -2.592 0.623  -0.020
C: -1.983 -1.756 -0.016  -0.101
N: -0.938 -1.194 0.622  -0.066
H: 1.305 0.906 2.766  0.105
H: 0.341 -1.043 3.698  0.128
H: 1.349 -1.357 2.273  0.124
H: -1.432 -2.448 3.671  0.129
H: -3.344 -3.525 2.502  0.126
H: -3.688 -3.021 0.065  0.123
H: -2.084 -1.515 -1.064  0.119
N: 1.108 5.123 -2.322  0.185
C: -0.072 5.272 -1.676  -0.492
O: -0.686 6.315 -1.658  0.086
C: -0.635 4.069 -0.952  -0.093
C: -1.778 4.271 -0.188  0.035
C: -2.338 3.203 0.487  -0.008
C: -1.743 1.960 0.378  -0.115
N: -0.650 1.750 -0.361  -0.108
C: -0.112 2.791 -1.009  -0.073
H: 1.478 5.930 -2.796  0.124
H: 1.661 4.289 -2.298  0.089
H: -2.200 5.266 -0.147  0.134
H: -3.224 3.323 1.093  0.121
H: -2.146 1.103 0.899  0.106
H: 0.766 2.561 -1.604  0.109
F: 4.073 -4.716 -1.988  0.080
C: 3.221 -3.758 -1.600  -0.278
C: 1.923 -3.788 -2.077  -0.002
C: 1.047 -2.794 -1.670  -0.119
C: 1.464 -1.771 -0.813  -0.343
C: 2.776 -1.798 -0.328  -0.130
C: 3.668 -2.782 -0.729  -0.006
H: 1.619 -4.577 -2.751  0.125
H: 0.028 -2.818 -2.039  0.088
H: 3.122 -1.036 0.363  0.091
H: 4.690 -2.807 -0.375  0.125